Entry from the Open Molecules 2025 dataset: 7 unconnected molecules or ions with the total composition C35H42N6O6S (wB97M-V/def2-TZVPD).

Cartesian coordinates (Å):
C1 -2.70491 1.24083 0.33377
C2 -3.60863 2.53409 -0.04347
O1 -4.83807 2.41796 0.22986
O2 -3.07762 3.73707 -0.59633
C3 -2.78964 3.61066 -2.00662
C4 -4.07627 3.96991 -2.96042
C5 -4.79388 2.55726 -3.17463
C6 -4.07052 1.38864 -3.93736
C7 -4.68567 -0.01544 -4.14194
C8 -6.09812 -0.26591 -3.55017
C9 -6.86594 0.89225 -2.81825
C10 -6.23431 2.31142 -2.61714
C11 -3.73600 4.83611 -4.30080
O3 -3.61942 6.27100 -3.98329
S1 -4.01005 6.47970 -2.36940
O4 -4.82372 7.70410 -1.98119
O5 -2.71450 6.72526 -1.61312
O6 -4.75036 4.97960 -2.13410
H1 -1.59354 1.49300 0.38639
H2 -2.95864 0.32609 -0.29636
H3 -3.01881 0.97534 1.41523
H4 -2.34013 2.58642 -2.23251
H5 -1.98052 4.38446 -2.30405
H6 -3.02527 1.62233 -4.34354
H7 -4.06752 -0.81272 -4.69196
H8 -6.55079 -1.30177 -3.66243
H9 -7.91825 0.66926 -2.42720
H10 -6.81356 3.12578 -2.05058
H11 -2.83306 4.39743 -4.86349
H12 -4.67216 4.80273 -4.96948
C12 -3.37259 11.01343 -5.33407
C13 -3.82928 11.86729 -4.30080
C14 -4.13185 11.07483 -3.21926
N1 -3.87922 9.77490 -3.56317
C15 -3.41099 9.72816 -4.84846
H13 -3.05025 11.30574 -6.32281
H14 -3.92563 12.94242 -4.34250
H15 -4.50550 11.32410 -2.23757
H16 -4.01669 8.97172 -2.95945
H17 -3.14740 8.78675 -5.30671
C16 0.83047 3.95202 3.46039
C17 -0.35568 3.25078 3.78803
C18 -1.22182 3.39642 2.73229
N2 -0.60432 4.16379 1.78118
C19 0.64961 4.50255 2.21464
H18 1.71896 4.04311 4.06777
H19 -0.55379 2.69952 4.69572
H20 -2.22241 3.02233 2.57675
H21 -1.01000 4.43607 0.89887
H22 1.30247 5.10544 1.60184
C20 2.63052 -0.70013 2.96109
C21 1.97225 0.38797 3.58552
C22 2.33982 0.38390 4.90868
N3 3.19241 -0.66969 5.10748
C23 3.37942 -1.33282 3.92416
H23 2.56489 -0.98808 1.92166
H24 1.30394 1.09632 3.11821
H25 2.06824 1.03712 5.72420
H26 3.61631 -0.91734 5.98673
H27 4.02615 -2.19591 3.87002
C24 1.34257 -4.30224 -0.97195
C25 2.69829 -4.68654 -1.12007
C26 3.31716 -4.47686 0.08776
N4 2.38621 -3.97572 0.95851
C27 1.17843 -3.87114 0.32197
H28 0.57178 -4.33819 -1.72773
H29 3.16910 -5.07433 -2.01144
H30 4.33675 -4.63927 0.40176
H31 2.56224 -3.72387 1.91820
H32 0.30933 -3.49866 0.84287
C28 5.43155 -8.17545 0.74452
C29 6.47105 -8.47952 -0.16934
C30 7.35773 -7.43050 -0.14504
N5 6.88931 -6.50262 0.74623
C31 5.71799 -6.95162 1.29696
H33 4.57010 -8.78516 0.97343
H34 6.56108 -9.36790 -0.77723
H35 8.27801 -7.26431 -0.68433
H36 7.33674 -5.62697 0.96356
H37 5.19061 -6.36187 2.03137
C32 4.33484 -10.45377 4.99618
C33 4.80910 -9.62435 3.94931
C34 5.69820 -10.36579 3.21036
N6 5.78174 -11.61051 3.77531
C35 4.94971 -11.67449 4.86140
H38 3.62177 -10.18754 5.76253
H39 4.53035 -8.59874 3.75727
H40 6.27782 -10.11561 2.33501
H41 6.36374 -12.36206 3.44321
H42 4.86853 -12.57997 5.44354

Atomic forces in eV per Å
0.1041 1.0231 0.8841
-4.0262 -1.9823 1.1871
5.0669 1.2848 -1.2685
-0.3538 -1.9316 -0.4425
1.7317 0.6006 -1.5303
1.7165 -0.6445 0.7885
-3.0738 -2.5198 -0.5108
-2.3581 0.0827 1.1855
-1.8282 3.2029 2.1674
1.7051 3.4193 0.2438
3.2059 0.3597 -1.2721
1.8641 -3.0132 -1.9045
-1.3392 -1.4484 -0.7517
-0.6095 -1.1954 2.2131
2.9674 3.7527 3.6651
0.2115 -4.8247 -2.4053
-3.1888 -2.5463 -2.6415
0.0710 1.7063 -1.0076
-1.4696 -0.4903 -0.4122
0.3814 1.5230 0.5416
0.3981 0.5065 -1.8192
-0.8696 1.2477 0.1915
-1.2101 -1.1319 1.0246
-1.6899 -0.5429 0.6007
-1.2514 1.3873 1.0137
0.5163 1.6710 0.2372
1.8245 0.4653 -0.5943
1.1390 -1.4500 -1.0142
-1.1826 1.1610 1.0197
1.5294 -0.3274 0.9217
0.0863 -0.1784 -0.1688
-0.0789 0.1109 0.2055
0.0074 -0.1049 -0.0379
0.2134 0.1612 -0.1691
-0.0578 0.0395 0.0795
-0.0277 -0.0298 0.0909
0.0072 -0.1034 0.0101
0.0324 -0.0081 -0.1064
-0.0423 0.5894 -0.1990
-0.0184 0.1024 0.0198
0.1799 0.1695 -0.1596
-0.2394 -0.1038 -0.0054
-0.0591 0.0033 -0.0324
0.0889 -0.0793 -0.0099
0.0080 0.0177 0.0103
-0.0747 -0.0111 -0.0767
-0.0027 0.0472 -0.0911
0.0756 0.0850 0.0952
-0.0245 -0.0031 0.1600
-0.0544 -0.0469 0.0934
0.1578 -0.2406 0.0066
-0.1048 0.1520 0.1450
-0.0518 0.0083 -0.0204
0.0130 0.0091 -0.0316
-0.0124 -0.0976 -0.0254
0.0307 0.0370 0.0744
0.0810 -0.0344 0.0771
0.0069 -0.0475 -0.1034
-0.0732 0.0568 -0.1750
-0.0300 0.0936 -0.0043
-0.1894 0.0921 0.1508
0.2614 -0.0369 0.0604
0.0409 0.0595 -0.0174
0.0025 -0.0571 -0.0675
-0.0777 0.0658 0.0174
0.0646 -0.0040 0.0857
-0.0313 0.0222 0.1075
-0.1097 -0.0162 -0.0998
-0.0883 -0.0071 -0.1617
0.0782 -0.0376 -0.0654
-0.1784 0.2198 0.1244
0.2293 0.0620 -0.0991
0.0559 0.0045 -0.0656
0.0058 -0.0549 0.0024
-0.0471 -0.0369 0.0122
0.0799 0.0840 -0.0160
-0.0034 0.0963 0.0444
-0.1040 -0.0389 0.0348
-0.0594 -0.1867 -0.0317
0.0242 -0.1008 -0.0633
-0.0129 -0.2372 0.1322
0.1252 0.0268 -0.1979
0.1195 -0.0250 -0.0476
-0.1066 0.0772 0.0450
-0.0051 -0.0483 0.0945
0.0667 -0.0453 -0.0715
0.0441 -0.1082 -0.0074
-0.0676 0.0312 0.1181
-0.1217 0.1518 0.0546
-0.0145 0.1090 -0.0345

## Properties
DFT total energy in eV: -69027.35216
SMILES string: CC(=O)OC[C@]1(c2ccccc2)COS(=O)(=O)O1.c1cc[nH]c1.c1cc[nH]c1.c1cc[nH]c1.c1cc[nH]c1.c1cc[nH]c1.c1cc[nH]c1

Results of the Mulliken charge analysis, in e, for atoms 1 through 4:
1. C -1.046
2. C 0.774
3. O -0.535
4. O -0.165

Entry from the Open Molecules 2025 dataset: a molecular structure, C35H42N7O2PtSi (wB97M-V/def2-TZVPD).

Cartesian coordinates (Å):
Pt1 -1.42075 -1.76813 0.52047
N1 0.97874 -2.65576 -3.05339
C1 0.62653 -2.20582 -1.85981
N2 -0.48156 -2.52808 -1.24960
C2 -1.32948 -3.45778 -1.85183
N3 -2.38420 -3.89108 -1.24427
N4 -2.55083 -3.24615 -0.04443
C3 -3.47227 -3.61758 0.75724
C4 -3.59343 -2.81892 1.97528
C5 -4.53457 -3.02545 2.95574
C6 -4.56636 -2.17239 4.05507
C7 -3.65609 -1.13828 4.12563
C8 -2.73149 -0.98587 3.10149
N5 -2.69803 -1.80605 2.06520
C9 -1.00409 -3.96512 -3.17736
C10 -1.83747 -4.84928 -3.87081
C11 -1.48526 -5.27799 -5.13034
C12 -0.29433 -4.83773 -5.71667
C13 0.53895 -3.96740 -5.04962
C14 0.17524 -3.53284 -3.77903
H1 1.85236 -2.34982 -3.45395
H2 1.31458 -1.54645 -1.36508
H3 -4.10339 -4.45992 0.50123
H4 -5.23372 -3.84416 2.84514
H5 -5.29718 -2.31448 4.84065
H6 -3.65141 -0.44631 4.95652
H7 -1.99120 -0.20785 3.07879
H8 -2.75324 -5.18022 -3.39934
H9 -2.13499 -5.95303 -5.67069
H10 -0.01975 -5.18065 -6.70588
H11 1.46062 -3.62076 -5.50170
C15 -1.63861 2.28564 3.57304
C16 -0.18187 1.79815 3.65334
C17 0.02225 0.73293 4.74312
C18 0.71518 2.99698 3.96362
Si1 0.34893 1.04670 1.93437
O1 -0.47337 -0.25424 1.44817
C19 2.13726 0.50407 2.24172
C20 3.25995 1.33912 2.28619
C21 4.54241 0.82413 2.45012
C22 4.73417 -0.54557 2.56753
C23 3.63569 -1.39423 2.54233
C24 2.35597 -0.87217 2.38467
C25 0.07406 2.53146 0.79497
C26 0.97940 3.57748 0.59620
C27 0.68308 4.64567 -0.24620
C28 -0.53162 4.68813 -0.91323
C29 -1.45363 3.66574 -0.72300
C30 -1.15169 2.60434 0.11949
H12 -1.95029 2.71114 4.53850
H13 -2.35512 1.50329 3.32383
H14 -1.74390 3.07271 2.82408
H15 -0.29451 1.12362 5.72140
H16 1.07660 0.46208 4.82563
H17 -0.53701 -0.18879 4.56802
H18 0.42655 3.42516 4.93327
H19 0.61497 3.78816 3.21856
H20 1.76492 2.70851 4.04220
H21 3.15183 2.41096 2.17558
H22 5.39302 1.49506 2.47931
H23 5.73431 -0.94779 2.67639
H24 3.77426 -2.46572 2.63884
H25 1.50362 -1.54363 2.35971
H26 1.93718 3.57525 1.10222
H27 1.39831 5.45053 -0.37024
H28 -0.75992 5.51596 -1.57420
H29 -2.41650 3.70533 -1.22058
H30 -1.87261 1.80325 0.25333
C31 -1.28314 1.37472 -3.59103
N6 0.14937 1.49325 -3.37893
C32 0.91480 1.80912 -4.57223
C33 0.68661 0.96213 -2.23297
O2 -0.00050 0.25096 -1.48961
N7 2.02594 1.21962 -2.01706
C34 2.63014 2.51485 -2.31929
C35 2.73361 0.44425 -1.00486
H31 -1.68330 2.32320 -3.95258
H32 -1.76358 1.11126 -2.65607
H33 -1.50334 0.59833 -4.33187
H34 0.47735 1.28088 -5.42360
H35 1.94753 1.48817 -4.46792
H36 0.89749 2.87796 -4.79953
H37 1.91631 3.17151 -2.80411
H38 3.51227 2.40483 -2.95554
H39 2.93828 2.99424 -1.39029
H40 2.02572 -0.03381 -0.33117
H41 3.36644 1.09609 -0.40551
H42 3.38680 -0.30964 -1.46281

Atomic forces in eV per Å
0.2024 -0.5505 -0.0257
0.0758 -0.1449 -0.2158
0.0922 0.1722 0.2928
-0.1609 0.3749 0.1695
0.1156 -0.0424 0.0591
-0.1706 0.0082 0.1143
0.4020 0.1006 -0.3249
-0.3990 -0.1189 0.2511
-0.0033 -0.1728 -0.2227
-0.1975 -0.1514 0.0715
-0.0546 -0.0562 -0.0020
-0.0120 -0.0024 0.0111
0.0074 -0.0048 0.1416
-0.1027 0.2082 0.0174
0.0917 0.0464 -0.0186
-0.0299 0.0053 0.0421
0.0035 -0.0047 -0.0360
-0.0516 -0.0479 -0.0365
0.0575 0.0700 0.0333
-0.1415 -0.0548 -0.0094
0.0261 0.0164 0.0816
0.0011 0.0486 0.0927
-0.0758 0.0709 0.0892
-0.0010 0.0426 0.0806
0.0091 -0.0268 -0.0482
0.0380 0.0025 -0.0336
0.0958 -0.0787 -0.0072
0.0380 0.0233 -0.0242
0.0370 -0.0034 0.0115
-0.0270 0.0034 0.0257
-0.0140 -0.0167 0.0116
0.1471 0.1908 0.4163
-0.1682 -0.7591 -0.7014
-0.1713 0.3312 0.2257
-0.0995 0.0387 0.2238
0.0197 0.4113 0.6226
-0.0019 0.1046 0.0346
0.0780 -0.0194 -0.3858
0.0554 -0.1516 0.0477
-0.0983 0.0606 -0.0104
-0.0071 -0.0134 -0.0113
-0.0745 -0.0029 -0.0063
0.0967 0.0624 -0.0151
0.2034 -0.2506 -0.4066
-0.1120 -0.0135 -0.0805
0.0035 -0.0314 0.0738
0.0128 -0.0036 -0.0171
-0.0571 -0.0249 0.0726
0.1119 0.0247 -0.0005
0.0325 -0.0398 -0.0857
-0.0087 0.1535 -0.0144
-0.0052 -0.0131 0.0111
0.0418 -0.0419 -0.0819
-0.0176 -0.0147 -0.0049
0.0096 -0.0150 -0.0466
0.0244 -0.0264 -0.0719
0.0176 -0.0203 0.0188
-0.0114 0.0221 -0.0147
0.0065 -0.0226 0.0559
-0.0227 -0.0188 -0.0054
-0.0377 0.0117 0.0264
0.0009 0.0550 0.0222
0.0359 0.0023 -0.0301
-0.0215 0.0115 -0.0146
0.0024 -0.0318 -0.0200
-0.0205 -0.0118 0.0429
0.0467 -0.0174 -0.0127
0.0221 0.0210 -0.0588
0.0875 0.0290 0.0620
-0.0465 0.0208 0.0258
-0.0450 -0.0334 0.0128
-0.1668 0.0245 -0.2683
0.5460 0.2130 -0.2672
-0.0678 0.0599 0.1942
0.0154 -0.0840 -0.0560
-0.0790 -0.0382 -0.1779
-0.0003 -0.0008 -0.0213
-0.0223 0.0368 0.0419
-0.0022 0.0050 -0.0023
-0.0050 -0.0045 0.0046
-0.0197 0.0037 -0.0115
0.0158 -0.0060 -0.0064
-0.0066 0.0151 0.0281
-0.0347 0.0045 -0.0307
-0.0094 0.0015 0.0521
0.0413 0.0460 0.0012
-0.0572 0.0016 0.0151
-0.0294 0.0318 0.0141

## Properties
DFT total energy in eV: -62624.12682
Net charge: +1

Results of the Mulliken charge analysis, in e, for atoms 1 through 4:
1. Pt 0.714
2. N 0.139
3. C -0.638
4. N -0.517

Number 1: largest force on an atom 6.0 eV Å⁻¹, molar mass 674.82 g/mol, Kohn-Sham gap 0.273 Ha. Number 2: largest force on an atom 1.0 eV Å⁻¹, molar mass 815.93 g/mol, Kohn-Sham gap 0.239 Ha.